Entry 1:
ORCA calculation (ωB97M-V/def2-TZVPD) on a 3-piece molecular cluster, C2H9NO2 overall in a non-equilibrium geometry.

Element x y z (Å)
C  -1.38  -1.19  0.90
C  -1.32  -1.78  -0.27
N  -1.37  -1.03  -1.46
H  -1.26  -0.11  1.07
H  -1.61  -1.68  1.87
H  -1.21  -2.79  -0.46
H  -1.55  -0.10  -1.45
H  -1.06  -1.32  -2.27
H  2.81  0.54  0.16
H  1.33  0.53  0.90
O  2.26  0.68  0.93
H  1.62  2.64  0.80
H  1.53  2.55  -0.67
O  1.19  3.05  -0.04

Output
total charge	0
LUMO	0.618	eV
electronic energy	-7803.2403	eV
HOMO	-8.52	eV
relative energy (zero: lowest compared OMol25 entry of this formula, charge and spin)	1.4856	eV
HOMO-LUMO gap	9.13	eV

---

Entry 2:
ORCA calculation (ωB97M-V/def2-TZVPD) on a 2-piece molecular cluster, C2H9NO2 overall in a non-equilibrium geometry.

Element x y z (Å)
C  -0.64  -0.49  -1.22
N  -0.81  -1.37  -0.07
C  -1.11  -0.76  1.20
O  -0.05  0.11  1.63
H  -1.40  0.31  -1.26
H  -0.69  -1.04  -2.15
H  0.29  0.08  -1.15
H  0.09  -1.80  0.08
H  -2.13  -0.39  1.07
H  -1.16  -1.56  1.94
H  -0.38  0.50  2.45
H  2.07  2.18  -0.34
H  3.41  1.98  -0.95
O  2.50  2.26  -1.22

Output
total charge	0
LUMO	0.702	eV
electronic energy	-7804.2585	eV
HOMO	-9.34	eV
relative energy (zero: lowest compared OMol25 entry of this formula, charge and spin)	0.4673	eV
HOMO-LUMO gap	10.04	eV

---

Entry 3:
ORCA calculation (ωB97M-V/def2-TZVPD) on a 2-piece molecular cluster, C2H9NO2 overall in a non-equilibrium geometry.

Element x y z (Å)
C  1.72  -2.07  -1.08
O  0.50  -1.23  -0.80
H  1.35  -3.06  -1.24
H  2.36  -2.19  -0.11
H  2.20  -1.74  -2.03
H  0.79  -0.35  -0.49
N  -1.71  1.50  -0.19
C  -1.19  1.26  1.22
O  0.24  1.42  1.23
H  -1.01  1.09  -0.77
H  -2.50  0.88  -0.35
H  -1.49  0.24  1.55
H  -1.46  1.90  2.00
H  0.21  2.36  1.05

Output
total charge	0
LUMO	0.935	eV
electronic energy	-7803.4871	eV
HOMO	-9.85	eV
relative energy (zero: lowest compared OMol25 entry of this formula, charge and spin)	1.2387	eV
HOMO-LUMO gap	10.79	eV

---

Entry 4:
ORCA calculation (ωB97M-V/def2-TZVPD) on a 2-piece molecular cluster, C2H9NO3P2 overall in a non-equilibrium geometry.

Element x y z (Å)
C  2.53  -0.53  -0.37
C  1.50  -0.14  0.58
N  1.02  1.03  0.63
O  -3.28  0.68  -0.68
O  -1.70  1.13  1.16
O  -0.76  0.98  -1.22
P  -1.96  -1.73  0.09
P  -1.76  0.43  -0.28
H  1.96  -1.08  -1.08
H  3.26  -1.06  0.18
H  3.12  0.23  -0.96
H  0.97  -0.83  1.19
H  -3.60  1.40  -1.30
H  -0.73  1.10  1.34
H  1.37  1.82  0.20
H  -1.14  -1.48  1.28
H  -0.81  -1.94  -0.75

Output
total charge	0
LUMO	0.736	eV
electronic energy	-28431.0066	eV
HOMO	-9.89	eV
relative energy (zero: lowest compared OMol25 entry of this formula, charge and spin)	0.0221	eV
HOMO-LUMO gap	10.62	eV

---

Entry 5:
ORCA calculation (ωB97M-V/def2-TZVPD) on a 3-piece molecular cluster, C2H9NO4 overall in a non-equilibrium geometry.

Element x y z (Å)
O  0.08  0.77  0.66
C  0.88  0.42  -0.20
O  1.83  -0.46  0.02
C  0.80  0.96  -1.59
N  -0.55  1.35  -2.03
H  1.72  -0.79  0.93
H  1.51  1.74  -1.87
H  1.03  0.02  -2.12
H  -0.59  2.36  -2.11
H  -0.70  1.02  -2.98
H  -2.68  -2.06  0.67
H  -2.04  -1.11  1.67
O  -2.69  -1.82  1.59
H  0.96  -0.60  3.04
H  -0.06  -0.60  1.88
O  0.49  -1.20  2.44

Output
total charge	0
LUMO	0.539	eV
electronic energy	-11900.1387	eV
HOMO	-10.16	eV
relative energy (zero: lowest compared OMol25 entry of this formula, charge and spin)	0.6906	eV
HOMO-LUMO gap	10.70	eV

---

Entry 6:
ORCA calculation (ωB97M-V/def2-TZVPD) on a 2-piece molecular cluster, C2H9NOP overall in a non-equilibrium geometry.

Element x y z (Å)
C  -0.49  1.18  -1.90
C  0.57  -0.94  -0.72
N  0.44  0.33  -1.07
O  0.35  -1.16  1.18
P  -0.18  -0.61  2.53
H  -1.03  0.53  -2.49
H  -1.11  1.96  -1.26
H  0.15  1.76  -2.51
H  -0.30  -1.65  -1.00
H  1.51  -1.36  -0.44
H  1.22  0.90  -0.77
H  0.97  -0.50  3.60
H  -0.60  0.71  2.13
H  -1.49  -1.17  2.72

Output
total charge	+1
LUMO	-3.755	eV
electronic energy	-15037.2710	eV
HOMO	-14.62	eV
relative energy (zero: lowest compared OMol25 entry of this formula, charge and spin)	1.9306	eV
HOMO-LUMO gap	10.86	eV

---

Entry 7:
ORCA calculation (ωB97M-V/def2-TZVPD) on a 2-piece molecular cluster, C2H9NOS overall in a non-equilibrium geometry.

Element x y z (Å)
C  0.88  -0.74  1.48
S  0.98  -2.53  0.96
H  1.19  -0.74  2.52
H  1.49  -0.11  0.83
H  -0.16  -0.48  1.34
H  0.77  -2.70  -0.37
N  0.01  0.21  -1.51
C  -0.54  1.33  -0.82
O  -1.79  0.97  -0.23
H  0.41  -0.45  -0.88
H  -0.66  -0.08  -2.20
H  0.17  1.79  -0.12
H  -0.78  2.09  -1.57
H  -1.98  1.44  0.56

Output
total charge	0
LUMO	0.764	eV
electronic energy	-16591.8914	eV
HOMO	-9.14	eV
relative energy (zero: lowest compared OMol25 entry of this formula, charge and spin)	0.7747	eV
HOMO-LUMO gap	9.91	eV

---

Entry 8:
ORCA calculation (ωB97M-V/def2-TZVPD) on a 2-piece molecular cluster, C2H9NOS overall in a non-equilibrium geometry.

Element x y z (Å)
C  2.63  1.91  0.21
S  3.96  0.68  0.49
H  2.36  1.90  -0.84
H  3.11  2.87  0.40
H  1.86  1.72  0.94
H  3.46  -0.38  -0.16
N  -2.28  -0.27  0.54
C  -2.10  -1.53  -0.15
O  -2.75  -1.75  -1.38
H  -1.61  0.42  0.22
H  -2.34  -0.46  1.51
H  -2.55  -2.26  0.52
H  -1.06  -1.82  -0.29
H  -2.70  -1.02  -2.02

Output
total charge	0
LUMO	0.493	eV
electronic energy	-16591.9154	eV
HOMO	-9.19	eV
relative energy (zero: lowest compared OMol25 entry of this formula, charge and spin)	0.7507	eV
HOMO-LUMO gap	9.68	eV

---

Entry 9:
ORCA calculation (ωB97M-V/def2-TZVPD) on a 2-piece molecular cluster, C2H9NOS overall in a non-equilibrium geometry.

Element x y z (Å)
C  1.96  -0.92  2.14
S  0.53  0.22  2.41
H  1.83  -1.83  1.56
H  2.22  -1.15  3.17
H  2.68  -0.20  1.73
H  0.23  0.46  1.09
N  -0.74  0.57  -2.42
C  -1.24  -0.10  -1.27
O  -1.56  0.71  -0.11
H  -0.14  1.35  -2.27
H  -1.46  0.72  -3.10
H  -0.49  -0.77  -0.84
H  -2.08  -0.70  -1.65
H  -1.73  1.62  -0.42

Output
spin multiplicity	2
total charge	+1
LUMO (alpha / beta)	-4.044 / -8.949	eV
electronic energy	-16583.1565	eV
HOMO (alpha / beta)	-13.14 / -13.11	eV
relative energy (zero: lowest compared OMol25 entry of this formula, charge and spin)	0.5117	eV
HOMO-LUMO gap (alpha / beta)	9.09 / 4.16	eV